The following is a quantum chemistry calculation of C52H52N8O15 as an isolated structure in a non-equilibrium geometry, from OMol25.

Geometry as XYZ:
```
127
Properties=species:S:1:pos:R:3:forces:R:3:lowdin_charge:R:1
C -7.88277 -14.91400 -21.07964 0.46 0.93 0.78 -0.043
C -13.45538 -10.65792 -19.21500 0.64 0.22 -0.06 0.007
C -10.70331 -17.02806 -20.08475 -0.35 0.24 -0.01 -0.003
O -13.22980 -13.88567 -17.91559 -0.75 -0.22 0.49 0.101
C -2.99478 -16.85371 -23.14584 0.08 -0.72 0.88 -0.427
H -4.43324 -13.48060 -24.40951 -0.29 -0.42 -0.11 0.075
O -11.78710 -14.00146 -19.47613 0.31 -0.26 -0.77 0.050
C -11.15966 -19.76980 -20.42490 -0.11 0.29 -0.28 -0.067
C -10.63927 -12.03054 -15.38803 -0.57 -0.27 0.34 -0.066
C -10.38554 -14.03112 -23.75270 0.20 0.03 -0.22 -0.021
H -12.16896 -12.20398 -26.01566 0.06 -0.28 -0.11 0.122
C -11.45687 -12.80283 -16.18850 -0.70 0.16 -0.30 -0.003
C -4.67759 -14.05773 -26.51226 -0.57 0.35 0.41 -0.058
C -4.75953 -13.82777 -18.85918 -0.39 -0.10 0.92 -0.003
C -4.67548 -10.26484 -24.14657 0.81 -0.21 0.45 -0.075
C -4.76742 -7.98754 -24.88047 -0.69 0.16 -0.36 0.006
C -11.65845 -10.81914 -20.83002 -0.04 0.92 -0.02 0.008
C -12.47300 -11.56636 -21.65840 -0.36 -0.27 0.27 -0.044
C -5.10079 -15.00001 -18.20209 -0.10 -0.12 -0.98 -0.150
N -12.87193 -16.54724 -21.10891 0.90 -0.30 -0.08 -0.365
C -10.17221 -11.67989 -23.35425 0.27 -0.74 -0.23 -0.042
H -10.57348 -15.95721 -20.01858 0.01 -0.05 0.15 0.089
N -11.34978 -9.48070 -18.77395 1.26 0.41 0.61 -0.350
O -0.09949 -13.05732 -27.92653 0.05 -0.02 -0.08 0.088
O -12.43477 -15.65459 -21.79930 -0.18 0.60 -0.34 0.072
C -4.02690 -9.09410 -24.50708 -0.25 0.71 -0.09 -0.065
C -0.68554 -14.43909 -21.67928 0.45 -0.05 -0.75 -0.126
C -1.65686 -16.11262 -23.10049 -0.26 1.59 0.94 -0.164
C -9.76562 -17.93338 -19.65709 0.82 -1.20 -0.67 -0.056
H -11.26401 -20.84289 -20.51072 -0.29 0.05 -0.31 0.106
H -8.19942 -11.29597 -17.57468 -0.03 -0.10 -0.28 0.114
N -11.21732 -10.04784 -24.89675 0.44 -0.25 0.95 -0.341
H -10.96451 -11.87543 -14.36751 0.18 0.23 0.00 0.112
H -5.32020 -13.27822 -22.59662 0.09 0.13 0.28 0.083
H -9.16422 -11.79050 -21.41478 0.82 0.19 1.18 0.095
H -13.02853 -19.15262 -21.38045 -0.15 -0.11 0.26 0.122
C -9.50146 -11.46533 -15.90695 0.71 0.21 -0.18 -0.064
C -2.47090 -14.52426 -18.67473 -0.29 0.21 -0.03 -0.079
C -9.92435 -12.99770 -22.95314 -2.75 0.48 -4.01 -0.067
C -13.75546 -11.88921 -21.25079 -0.49 0.00 -0.36 -0.046
H -3.81505 -16.20596 -23.47096 0.21 0.32 -0.12 0.123
H -0.06967 -14.06220 -22.51198 0.15 -0.10 0.18 0.091
H -4.32327 -17.73562 -21.63850 -0.06 0.08 -0.17 0.075
C -1.95136 -13.53283 -26.67750 -1.30 -0.38 -0.08 -0.144
O -6.93388 -16.39919 -18.09613 0.28 -0.49 -0.08 0.059
H -5.75214 -14.16884 -26.42227 0.01 -0.17 -0.20 0.110
H -8.78250 -17.67881 -19.28336 -0.21 0.51 0.23 0.085
H -9.78636 -10.91076 -22.69890 -0.02 0.48 -0.82 0.104
H -0.10612 -15.17035 -21.09906 0.07 0.16 0.04 0.094
C -12.13662 -18.85900 -20.84626 0.42 -0.30 0.22 0.003
C -14.25206 -11.44051 -20.04932 0.23 0.22 0.88 -0.060
C -3.30766 -17.33850 -21.71986 -0.26 -0.09 -0.26 -0.058
H -9.31445 -13.17178 -22.07732 -3.56 -1.33 -3.96 -0.054
O -14.01893 -16.71366 -20.78696 -0.60 -0.03 0.04 0.108
H -6.88764 -11.46961 -22.46380 -0.72 -0.05 0.85 0.075
H -12.43297 -13.10356 -15.82988 0.19 -0.32 0.06 0.121
N -6.95190 -6.96882 -25.41453 -0.88 0.24 0.43 -0.340
C -4.03877 -14.12943 -27.74267 0.41 -0.29 0.73 -0.056
H -13.77121 -10.31976 -18.23830 -0.22 0.02 -0.07 0.120
C -6.64601 -14.70605 -21.67230 0.86 0.50 -0.08 -0.066
H -4.30332 -7.04685 -25.14129 0.02 -0.05 -0.09 0.118
C -7.20321 -12.40518 -22.01670 0.91 0.73 0.81 -0.050
H -2.95054 -8.98766 -24.51636 0.02 -0.28 0.26 0.110
C -9.11188 -11.74454 -17.21064 -0.82 0.22 -0.01 -0.061
C -6.25878 -13.41921 -22.07588 -0.97 -1.50 -0.50 -0.056
C -11.14480 -13.00097 -17.52466 0.55 0.69 0.70 -0.131
H -4.61132 -16.95549 -17.59743 0.31 -0.06 0.13 0.121
N -0.54781 -13.14424 -26.80376 0.25 -0.01 0.05 -0.353
H -4.03961 -11.02199 -23.69825 -0.23 -0.41 -0.40 0.101
C -9.97011 -19.29831 -19.90482 -0.19 0.13 0.26 -0.074
O -10.37789 -9.24848 -24.52266 -0.19 0.24 -0.22 0.075
H -2.04714 -16.44457 -17.93821 -0.33 -0.33 0.25 0.111
H -15.23735 -11.72450 -19.70768 -0.05 0.02 -0.09 0.114
O -10.25232 -9.14815 -19.19792 -0.19 -0.09 -0.21 0.068
H -7.87014 -9.23762 -24.65277 0.04 -0.41 0.28 0.104
H -2.64545 -18.17851 -21.49998 0.18 0.17 0.21 0.085
H -2.94929 -17.87123 -24.96171 0.23 0.32 0.09 0.074
C -9.96903 -12.45962 -18.04615 0.37 -0.28 -0.11 -0.005
H -11.45227 -14.60532 -25.50246 -0.18 0.09 -0.07 0.111
O 0.08493 -12.91989 -25.78893 -0.20 -0.06 0.07 0.074
O -11.73921 -9.18020 -17.66011 -0.43 -0.18 -0.26 0.079
C -2.85236 -15.74729 -18.12361 0.36 0.38 -0.64 -0.057
H -3.08800 -12.62316 -19.44282 -0.05 -0.09 -0.26 0.112
H -2.04114 -13.12391 -24.61064 -0.14 -0.10 0.09 0.116
N -12.13143 -13.69200 -18.35798 0.66 0.50 -0.03 -0.333
H -9.73663 -14.06826 -20.53096 0.06 0.38 0.27 0.102
H -9.68384 -12.57228 -19.08328 -0.27 -0.12 0.19 0.081
H -12.12690 -11.91910 -22.62071 -0.36 0.05 0.59 0.081
H -5.57836 -13.16089 -19.09512 0.26 0.28 -0.14 0.118
H -3.50232 -18.79063 -23.78916 -0.11 0.23 0.53 0.071
O -12.19554 -9.79420 -25.55488 -0.19 0.00 -0.30 0.100
C -11.14410 -13.76993 -24.88807 -0.19 -0.56 0.19 -0.051
C -2.61991 -13.46114 -25.46399 1.05 0.48 0.48 -0.020
H -8.02728 -15.90036 -20.66024 -0.68 0.04 -0.13 0.091
C -6.05089 -10.39271 -24.21215 0.20 0.67 -0.04 -0.069
H -4.57061 -14.38082 -28.64766 -0.09 0.03 0.01 0.109
H -5.97247 -15.55295 -21.74175 0.13 0.13 -0.15 0.097
O -7.26514 -14.33791 -17.69294 0.27 0.61 -0.04 0.091
H -1.43398 -14.26885 -18.84250 0.10 -0.26 0.15 0.099
H -0.94466 -13.57471 -21.06909 -0.15 -0.15 0.10 0.075
C -10.99169 -11.43517 -24.44624 0.65 -0.44 -0.31 -0.158
H -10.68287 -10.52275 -21.19052 -0.15 0.12 0.50 0.091
H -3.20658 -16.53403 -20.99494 0.12 -0.08 0.03 0.058
C -11.51757 -12.48210 -25.19726 0.03 0.99 -0.13 0.001
C -12.16462 -10.30772 -19.62684 -1.19 -1.32 -0.75 -0.150
H -14.40650 -12.46069 -21.90091 0.14 -0.12 0.00 0.119
N -6.53275 -15.25683 -17.97832 -0.41 -0.30 0.05 -0.343
H -2.23032 -13.90167 -28.79165 0.37 -0.06 0.20 0.120
H -10.11898 -15.05626 -23.52818 -0.09 -0.05 0.17 0.114
H -9.19288 -20.03115 -19.72839 0.08 0.18 0.35 0.106
C -6.79001 -9.26172 -24.53849 -0.96 -0.14 -1.04 0.016
O -8.13887 -7.20441 -25.58444 0.52 0.52 -0.22 0.078
C -8.73368 -13.82838 -20.86742 1.33 -2.64 2.33 -0.103
O -6.41422 -5.88155 -25.56466 -0.16 -0.71 -0.06 0.080
H -1.35856 -15.60030 -24.02008 0.09 -0.74 -0.44 0.114
N -2.84928 -18.03835 -23.96548 0.16 -0.51 -1.15 0.031
H -0.85218 -16.71552 -22.67247 -0.06 -0.47 -0.46 0.128
O -1.85148 -15.02164 -22.18137 -0.89 0.18 0.24 -0.246
H -8.91164 -10.75299 -15.34317 0.03 -0.23 0.21 0.114
C -11.86796 -17.52194 -20.65495 -0.18 -0.03 0.15 -0.151
C -4.20099 -16.01728 -17.94605 -0.06 0.01 0.46 -0.001
C -6.16265 -8.10143 -24.93162 1.80 -0.06 0.42 -0.141
C -2.66975 -13.89649 -27.80291 -0.11 0.30 -1.01 -0.003
C -3.41468 -13.58202 -19.06204 -0.01 0.21 0.15 -0.058
H -6.52656 -11.33328 -23.97794 0.08 0.29 -0.49 0.074
C -8.42795 -12.58416 -21.39052 4.39 1.99 3.20 -0.171
C -3.97615 -13.70848 -25.36118 0.57 0.27 -0.57 -0.068
```
Forces are in eV/Å.

Multiplicity ... 1
Net charge ... 0
Strongest force on any atom ... 5.8 eV/A
Energy above the lowest of the compared OMol25 structures with the same formula, charge and spin ... 4.404 eV
HOMO ... -8.69 eV